one) DFT (ωB97M-V with the def2-TZVPD basis set) results for 2 unconnected molecules or ions with the total composition C4H11OP.

As for the spin multiplicity: 1. Its net charge is 0. The HOMO-LUMO gap (alpha / beta) comes out at 7.9 / 8.0 eV. The LUMO energy (alpha / beta) comes out at -0.437 / 0.301 eV.

The geometry in XYZ format:
```
17
Properties=species:S:1:pos:R:3:nbo_charge:R:1
P -0.586 -0.279 0.031 1.154
O -0.117 -1.506 1.069 -0.992
C 1.880 -0.963 -0.933 -0.615
C 1.079 0.319 -0.641 -0.712
C -1.477 2.449 1.715 -0.527
C -1.265 -1.345 -1.175 -0.815
H 2.932 -0.735 -1.158 0.203
H 0.041 -1.264 1.974 0.490
H 0.898 1.088 -1.405 0.232
H -1.720 -0.677 -1.884 0.182
H -2.428 2.838 1.312 0.171
H -1.464 2.053 2.712 0.166
H 1.662 0.802 0.175 0.226
H 1.909 -1.463 -0.011 0.221
H -0.659 2.294 1.010 0.164
H -2.133 -2.074 -1.041 0.230
H 1.445 -1.538 -1.751 0.220
```


two) DFT (ωB97M-V with the def2-TZVPD basis set) results for C4H11OP in the gas phase.

As for the spin multiplicity: 1. Its net charge is 0. The HOMO-LUMO gap comes out at 9.5 eV. The LUMO energy comes out at 1.054 eV. Its SMILES is CCCP(C)O.

The geometry in XYZ format:
```
17
Properties=species:S:1:pos:R:3:nbo_charge:R:1
P 1.356 -0.848 -0.564 1.007
O 2.292 0.209 0.457 -0.986
C -2.263 1.723 -0.125 -0.583
C -0.834 1.147 -0.369 -0.415
C 1.716 -2.410 0.354 -1.002
C -0.470 -0.247 -0.092 -0.676
H -0.581 1.488 -1.365 0.195
H 1.801 -3.275 -0.385 0.242
H -2.923 1.267 -0.819 0.198
H -2.218 2.745 -0.216 0.205
H 2.874 -2.268 0.725 0.264
H 2.533 0.996 0.002 0.484
H -2.565 1.643 0.879 0.200
H -0.549 -0.466 0.963 0.219
H -1.035 -0.823 -0.810 0.215
H -0.260 1.876 0.132 0.196
H 1.126 -2.757 1.233 0.237
```


Which one sits at the top of the stability order? two) does.


one) DFT (ωB97M-V with the def2-TZVPD basis set) results for 2 unconnected molecules or ions with the total composition C9H9NS.

As for the spin multiplicity: 1. Its net charge is 0. The HOMO-LUMO gap (alpha / beta) comes out at 7.5 / 6.7 eV. The LUMO energy (alpha / beta) comes out at 0.163 / -0.801 eV.

The geometry in XYZ format:
```
20
Properties=species:S:1:pos:R:3:nbo_charge:R:1
S 1.551 -0.865 -1.178 0.375
N 1.930 0.981 0.689 -0.456
C -0.748 2.956 1.027 -0.171
C -1.004 0.402 -1.729 -0.620
C 3.036 0.217 0.542 -0.025
C -0.729 2.085 0.195 -0.069
C -0.556 -1.746 0.896 -0.500
C -1.047 -0.590 1.231 -0.054
C 0.998 0.526 -0.162 0.096
C 2.980 -0.845 -0.283 -0.512
C -0.272 0.952 -0.528 -0.122
H -0.828 1.015 -2.635 0.229
H 0.004 -1.748 -0.047 0.210
H -0.674 -0.577 -1.970 0.217
H 3.885 -1.518 -0.307 0.251
H -0.483 -2.688 1.482 0.237
H -2.029 0.318 -1.560 0.227
H -0.967 3.664 1.774 0.233
H 3.924 0.258 1.186 0.207
H -1.602 0.307 1.273 0.247
```


two) DFT (ωB97M-V with the def2-TZVPD basis set) results for C9H9NS in the gas phase.

As for the spin multiplicity: 1. Its net charge is 0. The HOMO-LUMO gap (alpha / beta) comes out at 6.3 / 6.3 eV. The LUMO energy (alpha / beta) comes out at -0.927 / -0.924 eV.

The geometry in XYZ format:
```
20
Properties=species:S:1:pos:R:3:nbo_charge:R:1
S 0.921 -1.177 -0.875 0.458
N 0.300 1.551 -0.191 -0.675
C -3.055 -1.047 0.034 -0.284
C 2.872 -0.035 0.916 -0.462
C 2.015 -0.023 -0.262 0.002
C -0.671 -0.672 -0.335 -0.297
C 3.471 -0.095 -0.521 -0.464
C -0.792 0.798 -0.144 0.195
C -1.729 -1.519 -0.279 -0.197
C -2.126 1.216 0.125 -0.305
C -3.141 0.337 0.270 -0.174
H -2.459 2.256 0.164 0.216
H 3.882 -1.089 -0.941 0.235
H 3.101 0.869 1.590 0.253
H 0.070 2.439 -0.664 0.363
H 3.003 -0.994 1.498 0.235
H 4.016 0.809 -0.818 0.246
H -4.122 0.722 0.778 0.210
H -1.592 -2.617 -0.428 0.221
H -3.965 -1.729 0.084 0.226
```


Which one sits at the top of the stability order? two) does.


one) DFT (ωB97M-V with the def2-TZVPD basis set) results for a molecular structure, C18H28N4O5PdSSi.

As for the spin multiplicity: 1. Its net charge is -2. The HOMO-LUMO gap comes out at 6.8 eV. The LUMO energy comes out at 4.615 eV.

The geometry in XYZ format:
```
58
Properties=species:S:1:pos:R:3:nbo_charge:R:1
Pd -0.170 -0.440 0.346 0.675
S -1.078 -2.379 -1.342 2.578
Si -0.758 1.375 4.912 1.625
O -1.690 -1.947 -0.042 -1.036
O -0.440 -3.683 -1.268 -1.038
O -0.054 -1.288 -1.622 -1.071
O -2.280 2.808 -7.287 -0.663
O -2.101 -2.362 -2.415 -1.079
N -3.107 0.055 -5.320 -0.427
N 2.081 -2.195 0.643 -0.434
N -1.282 -0.097 -3.881 -0.775
N -1.457 1.635 -5.460 -0.636
C -2.311 1.888 -6.482 0.640
C -1.903 0.528 -4.849 0.634
C 2.741 -2.483 -0.604 -0.418
C -0.547 0.701 3.270 -0.829
C -0.857 0.016 6.216 -1.099
C 2.665 0.196 0.758 -0.094
C 3.821 2.202 0.047 -0.266
C 2.713 -1.161 1.426 -0.234
C 2.617 2.723 -0.397 -0.230
C -0.420 0.253 2.135 -0.090
C 0.678 2.498 5.387 -1.100
C -3.398 0.800 -6.518 -0.322
C 1.433 0.707 0.303 -0.068
C 1.753 -3.378 1.393 -0.408
C -2.338 2.393 5.046 -1.100
C 3.833 0.935 0.621 -0.220
C 1.447 1.981 -0.265 -0.270
C -3.519 -1.322 -5.143 -0.422
H 3.741 -2.943 -0.451 0.124
H 3.768 -1.415 1.666 0.136
H 0.553 2.914 6.391 0.207
H 2.867 -1.562 -1.174 0.213
H 2.166 -1.091 2.372 0.219
H 1.157 -3.101 2.264 0.201
H 4.770 0.508 0.966 0.185
H -1.598 -0.950 -3.367 0.466
H 0.056 -0.584 6.210 0.230
H 2.585 3.708 -0.851 0.190
H -0.991 0.431 7.220 0.207
H -2.318 3.216 4.328 0.232
H 2.113 -3.154 -1.188 0.235
H 1.619 1.944 5.356 0.232
H -4.397 1.241 -6.517 0.200
H -3.281 0.193 -7.425 0.189
H 0.512 2.407 -0.612 0.207
H -3.412 -1.626 -4.104 0.265
H -4.567 -1.413 -5.429 0.186
H 0.763 3.324 4.677 0.234
H -2.468 2.810 6.049 0.207
H 1.154 -4.039 0.765 0.233
H -0.437 0.275 -3.499 0.428
H 4.741 2.767 -0.056 0.185
H 2.653 -3.929 1.743 0.123
H -2.923 -2.010 -5.757 0.176
H -1.693 -0.654 6.003 0.232
H -3.206 1.773 4.812 0.232
```


two) DFT (ωB97M-V with the def2-TZVPD basis set) results for a molecular structure, C18H28N4O5PdSSi.

As for the spin multiplicity: 1. Its net charge is -2. The HOMO-LUMO gap comes out at 6.7 eV. The LUMO energy comes out at 4.857 eV.

The geometry in XYZ format:
```
58
Properties=species:S:1:pos:R:3:nbo_charge:R:1
Pd -0.001 -0.141 -1.222 0.686
S -0.644 -1.517 -3.465 2.552
Si 3.710 0.691 1.925 1.626
O -0.370 -2.447 -2.314 -1.109
O -1.444 -2.167 -4.500 -1.056
O -1.496 -0.424 -2.768 -1.082
O -0.845 -2.893 2.350 -0.636
O 0.593 -0.910 -3.941 -1.034
N -2.315 -4.188 -0.545 -0.451
N -3.151 -2.224 -1.562 -0.819
N -1.937 -2.149 0.437 -0.621
N -1.782 1.233 0.995 -0.412
C -1.187 2.548 -1.031 -0.108
C -2.270 2.001 -0.125 -0.226
C -2.453 -2.814 -0.576 0.687
C 2.388 0.364 0.762 -0.824
C -1.446 -4.450 0.588 -0.327
C -0.890 1.969 1.852 -0.415
C 4.676 2.246 1.457 -1.099
C -1.325 3.852 -1.506 -0.217
C -0.073 1.785 -1.403 -0.028
C 0.743 3.687 -2.687 -0.235
C -1.348 -3.070 1.257 0.661
C 1.451 0.193 -0.010 -0.090
C 3.041 0.952 3.669 -1.102
C -0.380 4.427 -2.340 -0.265
C 4.952 -0.728 2.009 -1.100
C 0.890 2.389 -2.220 -0.243
C -2.851 0.617 1.732 -0.399
C -2.093 -4.901 -1.802 -0.437
H -1.668 -5.877 -1.567 0.188
H 5.738 -0.522 2.743 0.205
H -1.400 2.821 2.354 0.127
H 4.448 -1.656 2.287 0.235
H -0.515 5.438 -2.709 0.183
H -2.935 1.356 -0.708 0.213
H -0.453 -4.780 0.272 0.212
H -3.256 -2.804 -2.383 0.386
H 3.998 3.098 1.368 0.234
H 3.851 1.101 4.391 0.205
H -0.493 1.301 2.617 0.204
H -3.039 -5.080 -2.317 0.180
H -3.476 0.030 1.058 0.211
H 5.169 2.113 0.491 0.229
H 1.502 4.115 -3.334 0.187
H 2.387 1.828 3.696 0.231
H 5.439 2.481 2.207 0.205
H -0.046 2.353 1.281 0.225
H -2.726 -1.327 -1.854 0.458
H -2.886 2.857 0.231 0.133
H 2.447 0.089 3.978 0.240
H -2.199 4.424 -1.205 0.183
H 5.419 -0.882 1.033 0.229
H -3.488 1.368 2.251 0.119
H 1.758 1.810 -2.508 0.223
H -2.440 -0.069 2.474 0.213
H -1.410 -4.344 -2.449 0.269
H -1.866 -5.176 1.286 0.193
```


Which one sits at the top of the stability order? one) does.